[1]
Computed, not measured: C21H27DyNO4P2S as an isolated structure, with ωB97M-V with the def2-TZVPD basis set.

highest occupied orbital energy (alpha / beta)	-10.6 / -10.6	eV
HOMO-LUMO gap (alpha / beta)	0.270 / 0.277	Eh
net charge	+1
spin multiplicity	6
energy above the lowest of the compared OMol25 structures with the same formula, charge and spin	0.0	kcal/mol

The geometry in XYZ format:
```
57
Properties=species:S:1:pos:R:3:mulliken_charge:R:1
C -2.499 -3.010 -1.283 -0.779
C -1.532 -2.009 -1.199 0.129
C -1.881 -0.795 -0.563 1.147
C -3.192 -0.564 -0.152 0.184
C -4.127 -1.595 -0.183 -0.617
C -3.777 -2.824 -0.749 -1.078
C -3.520 0.802 0.432 -0.057
C -2.654 1.885 -0.205 -0.237
C -1.376 1.530 -0.630 0.590
C -0.544 2.490 -1.280 -0.505
C -0.971 3.816 -1.296 -0.700
C -2.205 4.186 -0.755 -1.067
C -3.058 3.217 -0.224 -0.661
H -2.234 -3.954 -1.765 0.432
H -5.123 -1.416 0.231 0.472
H -4.506 -3.633 -0.787 0.382
H -4.571 1.031 0.225 1.050
H -0.324 4.574 -1.747 0.456
H -2.510 5.232 -0.762 0.389
H -4.038 3.474 0.183 0.479
N -0.915 0.212 -0.321 -0.112
Dy 0.562 0.282 1.133 0.791
C -0.128 -2.208 -1.733 -1.176
H 0.130 -1.445 -2.485 0.350
H -0.002 -3.211 -2.161 0.600
C 0.781 2.090 -1.911 -1.083
H 0.684 1.161 -2.496 0.334
H 1.163 2.892 -2.558 0.600
P 1.076 -2.043 -0.359 1.179
P 2.099 1.796 -0.635 0.989
C 2.659 3.489 -0.279 -1.199
H 3.085 3.488 0.734 0.350
H 3.434 3.789 -0.997 0.405
H 1.824 4.200 -0.306 0.356
C 3.470 1.116 -1.620 -1.328
H 4.175 1.919 -1.870 0.480
H 3.979 0.363 -1.003 0.333
H 3.103 0.637 -2.538 0.364
C 0.658 -3.573 0.549 -1.506
H 0.585 -4.402 -0.171 0.482
H 1.428 -3.783 1.301 0.480
H -0.305 -3.451 1.060 0.341
C 2.674 -2.506 -1.089 -1.230
H 3.403 -2.568 -0.269 0.328
H 2.593 -3.480 -1.591 0.446
H 3.001 -1.736 -1.800 0.317
C -3.251 0.746 1.860 -0.248
O -2.171 0.668 2.417 -0.456
H -4.305 0.799 2.159 0.406
C 2.643 -0.623 4.512 -1.048
S 2.198 -1.338 2.941 1.055
O 2.733 -2.669 2.830 -0.562
O 0.678 -1.222 2.850 -0.551
O 2.691 -0.352 1.887 -0.543
H 2.167 -1.214 5.303 0.380
H 2.308 0.419 4.557 0.287
H 3.734 -0.679 4.607 0.379
```

---

[2]
Computed, not measured: a 2-piece molecular cluster, C21H27F13N3O2S overall, with ωB97M-V with the def2-TZVPD basis set.

highest occupied orbital energy	-11.9	eV
HOMO-LUMO gap	0.311	Eh
net charge	+1
spin multiplicity	1

The geometry in XYZ format:
```
67
Properties=species:S:1:pos:R:3:nbo_charge:R:1
C -6.034 0.671 2.151 -0.299
C -5.302 -0.383 1.715 -0.272
C -3.791 -0.330 1.603 -0.081
N -3.072 -0.583 2.935 -0.507
C -1.868 -1.455 2.842 -0.230
C -0.973 -1.136 1.656 -0.235
C -0.052 0.082 1.936 -0.400
C 1.284 -0.123 1.231 -0.474
C 2.027 1.158 0.913 0.655
F 3.291 0.780 0.570 -0.318
F 2.155 1.910 2.030 -0.320
C 1.442 1.961 -0.315 0.583
F 2.395 2.063 -1.261 -0.286
F 0.430 1.226 -0.855 -0.322
C 0.916 3.376 0.053 0.580
F 1.968 4.100 0.442 -0.278
F 0.032 3.196 1.068 -0.313
C 0.110 4.011 -1.131 0.458
F -1.125 3.454 -1.090 -0.307
F 0.626 3.697 -2.330 -0.287
S -0.103 5.905 -1.037 2.381
F -0.258 5.978 -2.611 -0.449
F -1.681 5.777 -0.933 -0.453
F -0.007 5.850 0.540 -0.459
F 1.454 6.082 -1.192 -0.449
F -0.256 7.464 -0.949 -0.433
C -1.747 -0.979 0.311 -0.201
C -1.162 -1.840 -0.805 -0.618
C -3.272 -1.195 0.461 -0.236
C -3.710 -2.666 0.514 -0.231
N -4.065 -3.217 -0.790 -0.817
H -6.850 1.047 1.543 0.225
H -5.895 1.150 3.117 0.200
H -5.827 -1.278 1.403 0.237
H -3.577 0.700 1.340 0.233
H -3.745 -0.994 3.576 0.441
H -2.801 0.320 3.321 0.434
H -2.221 -2.478 2.756 0.228
H -1.299 -1.418 3.766 0.234
H -0.335 -2.012 1.540 0.240
H 0.071 0.135 3.015 0.207
H -0.595 0.962 1.596 0.210
H 1.943 -0.636 1.929 0.244
H 1.227 -0.769 0.363 0.253
H -1.638 0.060 -0.003 0.217
H -0.135 -1.559 -1.016 0.248
H -1.722 -1.635 -1.716 0.214
H -1.244 -2.901 -0.588 0.207
H -3.727 -0.768 -0.434 0.247
H -4.546 -2.806 1.201 0.181
H -2.895 -3.261 0.936 0.177
H -3.843 -2.578 -1.540 0.358
H -3.531 -4.049 -0.990 0.370
C 7.040 -2.274 -2.954 -0.164
C 6.208 -1.277 -3.448 -0.205
C 4.899 -1.184 -3.007 -0.203
C 4.445 -2.096 -2.070 0.074
C 5.257 -3.099 -1.572 -0.205
C 6.564 -3.185 -2.021 -0.205
N 3.068 -1.987 -1.584 0.527
O 2.367 -1.109 -2.048 -0.393
O 2.693 -2.773 -0.735 -0.397
H 8.063 -2.340 -3.298 0.227
H 6.581 -0.570 -4.175 0.229
H 4.249 -0.411 -3.388 0.250
H 4.884 -3.804 -0.844 0.247
H 7.212 -3.961 -1.641 0.229
```

---

[3]
Computed, not measured: an isolated molecule of C21H27FN4O, with ωB97M-V with the def2-TZVPD basis set.

highest occupied orbital energy	-8.3	eV
HOMO-LUMO gap	0.325	Eh
SMILES string	Cc1cccc(NC(=O)NC[C@@H](c2ccc(F)cc2)N2CCN(C)CC2)c1
spin multiplicity	1
energy above the lowest of the compared OMol25 structures with the same formula, charge and spin	0.0	kcal/mol

The geometry in XYZ format:
```
54
Properties=species:S:1:pos:R:3:nbo_charge:R:1
C -6.970 -0.296 0.321 -0.629
C -5.720 0.531 0.326 0.018
C -5.699 1.766 0.967 -0.250
C -4.549 2.533 0.964 -0.177
C -3.401 2.092 0.330 -0.284
C -3.409 0.861 -0.314 0.253
N -2.292 0.337 -0.972 -0.635
C -1.042 0.887 -1.113 0.790
O -0.693 1.957 -0.666 -0.653
N -0.205 0.099 -1.873 -0.633
C 1.210 0.399 -1.879 -0.225
C 1.887 0.047 -0.531 -0.109
C 1.388 -1.317 -0.113 0.052
C 0.352 -1.439 0.805 -0.222
C -0.162 -2.682 1.131 -0.288
C 0.381 -3.802 0.530 0.392
F -0.117 -5.019 0.839 -0.327
C 1.418 -3.712 -0.382 -0.284
C 1.913 -2.462 -0.704 -0.223
N 3.341 0.010 -0.655 -0.455
C 4.002 -0.243 0.617 -0.228
C 4.023 0.974 1.548 -0.244
N 4.656 2.098 0.881 -0.440
C 4.760 3.249 1.748 -0.405
C 3.953 2.408 -0.352 -0.248
C 3.966 1.175 -1.259 -0.222
C -4.571 0.091 -0.309 -0.290
H -7.745 0.201 -0.262 0.221
H -7.347 -0.423 1.334 0.220
H -6.790 -1.277 -0.111 0.211
H -6.589 2.122 1.466 0.208
H -4.541 3.490 1.464 0.212
H -2.507 2.691 0.327 0.253
H -2.453 -0.554 -1.420 0.390
H -0.440 -0.876 -1.977 0.387
H 1.299 1.470 -2.067 0.228
H 1.679 -0.164 -2.687 0.208
H 1.535 0.788 0.204 0.197
H -0.061 -0.555 1.267 0.223
H -0.967 -2.788 1.841 0.232
H 1.819 -4.609 -0.827 0.230
H 2.725 -2.358 -1.406 0.234
H 3.513 -1.081 1.116 0.210
H 5.034 -0.524 0.389 0.202
H 4.603 0.731 2.441 0.205
H 2.994 1.221 1.870 0.160
H 5.285 4.044 1.221 0.200
H 5.335 2.977 2.633 0.199
H 3.778 3.631 2.071 0.164
H 4.474 3.229 -0.849 0.204
H 2.912 2.727 -0.162 0.167
H 3.493 1.401 -2.214 0.201
H 5.008 0.901 -1.449 0.204
H -4.573 -0.868 -0.811 0.197
```

---

[4]
Computed, not measured: C21H27IrN6SeSi as an isolated structure, with ωB97M-V with the def2-TZVPD basis set.

highest occupied orbital energy (alpha / beta)	-10.2 / -10.0	eV
HOMO-LUMO gap (alpha / beta)	0.262 / 0.238	Eh
net charge	+1
spin multiplicity	2
energy above the lowest of the compared OMol25 structures with the same formula, charge and spin	0.0	kcal/mol

The geometry in XYZ format:
```
57
Properties=species:S:1:pos:R:3:nbo_charge:R:1
Ir 0.335 -0.274 -0.725 0.806
N -1.319 -3.869 -2.348 -0.533
C -0.460 -2.913 -2.017 0.375
N -0.819 -1.770 -1.504 -0.541
C -2.182 -1.539 -1.181 0.339
N -2.491 -0.471 -0.542 -0.275
N -1.382 0.269 -0.235 -0.396
C -1.582 1.567 0.399 -0.099
C -0.240 1.955 0.969 0.250
C -0.113 2.858 2.007 -0.237
C 1.149 3.197 2.469 -0.125
C 2.259 2.605 1.889 -0.247
C 2.066 1.676 0.887 0.086
N 0.850 1.363 0.428 -0.447
C -3.159 -2.548 -1.570 -0.132
C -4.530 -2.390 -1.360 -0.141
C -5.407 -3.385 -1.735 -0.200
C -4.931 -4.559 -2.323 -0.165
C -3.580 -4.735 -2.534 -0.252
C -2.703 -3.725 -2.156 0.219
H -0.962 -4.729 -2.735 0.430
H 0.594 -3.100 -2.174 0.232
H -2.306 1.482 1.215 0.229
H -1.002 3.283 2.452 0.237
H 1.262 3.902 3.281 0.236
H 3.261 2.829 2.223 0.241
H 2.889 1.134 0.443 0.224
H -4.880 -1.478 -0.896 0.243
H -6.468 -3.259 -1.572 0.232
H -5.623 -5.337 -2.613 0.233
H -3.203 -5.644 -2.986 0.224
C 3.285 0.270 -5.178 -0.591
C 3.826 -0.086 -3.791 -0.511
C 2.765 -0.176 -2.791 0.448
N 1.930 -0.246 -2.011 -0.398
H 4.106 0.281 -5.892 0.235
H 2.821 1.255 -5.174 0.224
H 2.550 -0.460 -5.512 0.219
H 4.538 0.662 -3.439 0.264
H 4.350 -1.044 -3.800 0.263
Se 1.738 -1.811 0.481 -0.276
C -1.623 5.521 0.320 -1.114
Si -2.900 4.198 -0.042 1.625
C -3.989 4.774 -1.446 -1.111
C -3.929 3.829 1.481 -1.121
C -2.088 2.585 -0.636 -0.859
H -2.114 6.485 0.468 0.248
H -0.930 5.633 -0.517 0.240
H -1.034 5.313 1.214 0.230
H -4.470 5.723 -1.202 0.246
H -4.776 4.047 -1.660 0.241
H -3.412 4.920 -2.361 0.241
H -4.670 4.614 1.640 0.253
H -3.325 3.767 2.389 0.230
H -4.471 2.886 1.376 0.241
H -1.273 2.812 -1.333 0.233
H -2.855 2.068 -1.222 0.252
```

---

Copy entry 2 word for word.
Computed, not measured: a 2-piece molecular cluster, C21H27F13N3O2S overall, with ωB97M-V with the def2-TZVPD basis set.

highest occupied orbital energy	-11.9	eV
HOMO-LUMO gap	0.311	Eh
net charge	+1
spin multiplicity	1

The geometry in XYZ format:
```
67
Properties=species:S:1:pos:R:3:nbo_charge:R:1
C -6.034 0.671 2.151 -0.299
C -5.302 -0.383 1.715 -0.272
C -3.791 -0.330 1.603 -0.081
N -3.072 -0.583 2.935 -0.507
C -1.868 -1.455 2.842 -0.230
C -0.973 -1.136 1.656 -0.235
C -0.052 0.082 1.936 -0.400
C 1.284 -0.123 1.231 -0.474
C 2.027 1.158 0.913 0.655
F 3.291 0.780 0.570 -0.318
F 2.155 1.910 2.030 -0.320
C 1.442 1.961 -0.315 0.583
F 2.395 2.063 -1.261 -0.286
F 0.430 1.226 -0.855 -0.322
C 0.916 3.376 0.053 0.580
F 1.968 4.100 0.442 -0.278
F 0.032 3.196 1.068 -0.313
C 0.110 4.011 -1.131 0.458
F -1.125 3.454 -1.090 -0.307
F 0.626 3.697 -2.330 -0.287
S -0.103 5.905 -1.037 2.381
F -0.258 5.978 -2.611 -0.449
F -1.681 5.777 -0.933 -0.453
F -0.007 5.850 0.540 -0.459
F 1.454 6.082 -1.192 -0.449
F -0.256 7.464 -0.949 -0.433
C -1.747 -0.979 0.311 -0.201
C -1.162 -1.840 -0.805 -0.618
C -3.272 -1.195 0.461 -0.236
C -3.710 -2.666 0.514 -0.231
N -4.065 -3.217 -0.790 -0.817
H -6.850 1.047 1.543 0.225
H -5.895 1.150 3.117 0.200
H -5.827 -1.278 1.403 0.237
H -3.577 0.700 1.340 0.233
H -3.745 -0.994 3.576 0.441
H -2.801 0.320 3.321 0.434
H -2.221 -2.478 2.756 0.228
H -1.299 -1.418 3.766 0.234
H -0.335 -2.012 1.540 0.240
H 0.071 0.135 3.015 0.207
H -0.595 0.962 1.596 0.210
H 1.943 -0.636 1.929 0.244
H 1.227 -0.769 0.363 0.253
H -1.638 0.060 -0.003 0.217
H -0.135 -1.559 -1.016 0.248
H -1.722 -1.635 -1.716 0.214
H -1.244 -2.901 -0.588 0.207
H -3.727 -0.768 -0.434 0.247
H -4.546 -2.806 1.201 0.181
H -2.895 -3.261 0.936 0.177
H -3.843 -2.578 -1.540 0.358
H -3.531 -4.049 -0.990 0.370
C 7.040 -2.274 -2.954 -0.164
C 6.208 -1.277 -3.448 -0.205
C 4.899 -1.184 -3.007 -0.203
C 4.445 -2.096 -2.070 0.074
C 5.257 -3.099 -1.572 -0.205
C 6.564 -3.185 -2.021 -0.205
N 3.068 -1.987 -1.584 0.527
O 2.367 -1.109 -2.048 -0.393
O 2.693 -2.773 -0.735 -0.397
H 8.063 -2.340 -3.298 0.227
H 6.581 -0.570 -4.175 0.229
H 4.249 -0.411 -3.388 0.250
H 4.884 -3.804 -0.844 0.247
H 7.212 -3.961 -1.641 0.229
```

---

Number 1 is which compound? C21H27DyNO4P2S

---

Which value of spin multiplicity does entry 3 give? 1

---

What is the spin multiplicity in the second record? 1